Record 1
Molecular formula: C56H110O15
Method: DFT, ωB97M-V with the def2-TZVPD basis set

Atoms and positions in Å:
C1 -21.026 -14.413 15.600
H1 -24.048 -13.840 16.081
C2 -16.097 -9.027 17.197
O1 -18.128 -8.983 21.728
H2 -17.195 -5.172 14.926
O2 -21.914 -11.984 10.987
H3 -20.552 -11.044 13.844
H4 -23.472 -10.606 11.230
H5 -20.097 -12.175 23.145
H6 -19.914 -11.607 11.199
C3 -20.713 -8.892 18.987
H7 -22.991 -14.138 21.639
H8 -24.963 -9.358 18.631
C4 -22.626 -13.768 19.478
H9 -20.520 -12.869 12.282
C5 -17.513 -6.227 19.554
C6 -23.926 -3.933 17.675
C7 -24.826 -14.170 20.531
C8 -18.662 -10.061 21.753
C9 -20.772 -15.906 15.776
C10 -17.526 -6.184 15.162
C11 -27.138 -13.041 15.956
O3 -23.602 -12.754 19.148
C12 -17.823 -7.014 13.908
C13 -21.155 -10.958 12.941
H10 -23.990 -7.021 21.597
H11 -18.408 -6.844 19.677
H12 -19.953 -6.949 21.742
H13 -19.554 -8.310 13.548
C14 -14.468 -10.355 16.070
C15 -15.378 -9.130 15.871
H14 -17.388 -11.772 21.827
O4 -19.838 -10.252 22.344
C16 -20.345 -10.689 17.549
H15 -25.036 -10.762 21.256
H16 -21.670 -13.290 19.693
H17 -23.120 -15.545 20.589
C17 -19.927 -6.829 23.856
H18 -20.154 -13.798 15.830
H19 -19.253 -5.219 16.035
H20 -25.139 -13.819 18.389
C18 -17.833 -12.010 14.013
H21 -26.358 -11.403 17.188
H22 -16.513 -13.599 13.085
H23 -18.625 -5.068 23.677
H24 -23.865 -12.280 11.566
H25 -16.133 -6.755 21.188
C19 -21.702 -10.038 17.204
H26 -24.498 -3.569 18.528
C20 -16.816 -3.929 19.773
C21 -25.040 -11.930 15.548
C22 -20.297 -11.601 22.238
H27 -16.028 -3.571 19.111
H28 -21.360 -9.229 19.811
H29 -22.891 -5.514 14.229
C23 -17.161 -10.689 12.251
H30 -16.658 -6.593 15.683
H31 -20.982 -9.930 12.599
H32 -17.795 -4.750 17.994
H33 -23.025 -5.278 19.158
H34 -20.257 -7.980 19.377
C24 -20.680 -6.897 22.557
C25 -23.075 -11.533 11.662
O5 -23.915 -9.058 21.440
H35 -19.669 -5.039 25.074
O6 -20.673 -4.678 23.297
H36 -20.932 -16.254 16.796
C26 -26.409 -11.702 16.140
H37 -23.674 -6.104 17.784
O7 -22.958 -2.972 17.294
H38 -22.478 -8.125 17.886
H39 -24.801 -13.802 14.447
H40 -19.715 -10.638 16.659
C27 -15.947 -11.557 12.545
H41 -25.694 -12.537 19.452
H42 -22.462 -14.317 18.544
H43 -25.742 -7.185 16.390
H44 -24.234 -8.867 15.915
H45 -17.609 -5.912 21.691
C28 -16.493 -12.601 13.522
C29 -16.248 -10.493 17.567
H46 -24.615 -4.204 16.873
H47 -16.993 -7.702 13.712
H48 -21.364 -7.740 22.424
O8 -26.072 -14.000 16.044
H49 -14.495 -10.993 15.185
C30 -17.848 -4.828 19.081
C31 -25.435 -9.295 19.615
H50 -16.388 -10.600 18.646
C32 -23.139 -5.197 18.075
H51 -25.542 -7.099 19.372
H52 -26.335 -7.071 14.774
O9 -16.168 -4.744 20.757
H53 -25.408 -15.086 20.461
H54 -14.856 -8.213 15.588
H55 -21.360 -11.672 22.020
C33 -21.506 -5.616 22.622
H56 -20.480 -11.707 17.918
H57 -15.564 -8.456 17.957
H58 -21.835 -15.614 12.780
H59 -21.834 -10.055 16.119
H60 -23.161 -10.370 13.530
C34 -24.515 -10.054 20.602
O10 -14.999 -11.048 17.208
H61 -25.108 -8.974 14.384
H62 -25.085 -13.607 21.427
H63 -17.946 -11.948 15.095
H64 -21.674 -3.515 15.775
H65 -18.677 -12.599 13.632
C35 -16.853 -5.991 20.903
C36 -18.142 -11.353 21.158
H66 -23.253 -7.661 20.077
H67 -22.572 -16.950 15.335
H68 -22.525 -10.589 17.666
C37 -22.118 -15.408 13.816
H69 -22.769 -12.135 13.697
C38 -23.311 -14.470 20.654
H70 -21.895 -5.625 16.343
C39 -24.883 -13.467 15.486
C40 -21.523 -8.638 17.730
H71 -18.743 -6.624 16.964
H72 -27.545 -13.154 14.947
C41 -18.980 -7.875 14.361
H73 -20.961 -8.003 17.042
C42 -18.864 -6.235 15.948
C43 -24.892 -13.263 19.305
H74 -24.279 -11.430 16.152
H75 -17.682 -11.143 20.198
H76 -24.149 -6.031 13.091
C44 -19.631 -5.329 24.022
H77 -19.076 -7.507 23.891
C45 -25.407 -7.072 15.354
H78 -15.181 -10.916 12.982
H79 -18.566 -8.680 14.978
H80 -21.811 -14.048 16.276
H81 -16.067 -9.302 15.038
H82 -24.887 -11.530 14.547
H83 -17.934 -6.376 13.033
H84 -17.125 -10.961 17.098
H85 -26.216 -7.738 20.854
C46 -20.758 -11.904 11.818
H86 -19.364 -13.223 21.085
C47 -22.645 -11.227 13.105
H87 -21.261 -17.343 14.205
C48 -21.733 -16.541 14.770
O11 -21.414 -14.251 14.248
C49 -21.760 -3.593 16.865
C50 -24.513 -8.314 15.020
H88 -17.089 -8.570 17.100
H89 -18.879 -4.596 19.357
H90 -20.591 -7.084 24.690
H91 -17.319 -3.077 20.235
H92 -23.735 -10.673 20.155
H93 -22.407 -5.744 23.228
H94 -13.443 -10.078 16.316
H95 -19.941 -11.873 20.144
O12 -19.742 -9.829 18.538
C51 -24.048 -7.786 20.825
H96 -26.435 -9.722 19.598
C52 -23.329 -7.695 14.270
O13 -24.563 -5.971 15.191
O14 -17.890 -10.701 13.468
H97 -27.834 -13.246 16.763
H98 -17.785 -11.112 11.450
C53 -25.395 -7.858 20.143
H99 -21.690 -5.312 21.589
H100 -22.431 -7.723 14.892
H101 -16.917 -6.780 18.824
H102 -15.593 -11.969 11.599
C54 -23.715 -6.214 14.081
H103 -15.835 -12.718 14.388
H104 -20.933 -5.412 17.752
H105 -23.198 -15.230 13.750
H106 -20.867 -3.101 17.259
H107 -19.732 -16.143 15.545
H108 -16.992 -9.652 11.959
H109 -23.059 -8.127 13.304
H110 -26.954 -10.890 15.649
C55 -21.860 -5.074 17.286
C56 -19.444 -12.134 21.081
O15 -19.767 -6.967 15.137

Properties
Maximum force (hartree/bohr): 0.0373
Energy (eV): -90563.018
ΔE to the lowest compared entry with this formula, charge and spin (kcal per mole): 0.0


Record 2
Molecular formula: C56H112O28S7
Method: DFT, ωB97M-V with the def2-TZVPD basis set

Atoms and positions in Å:
O1 0.749 -6.567 3.549
H1 6.363 5.160 -1.701
O2 -1.928 0.810 -7.224
H2 2.093 0.704 3.294
H3 2.554 0.477 0.950
C1 2.880 -0.635 6.803
H4 -3.251 2.996 -7.733
C2 -1.833 -5.523 -1.601
H5 -0.565 1.098 -4.037
H6 6.194 0.647 -2.141
H7 0.933 0.049 -0.707
C3 -0.517 -1.928 0.673
C4 -5.294 -0.065 -1.650
H8 2.267 2.344 -1.094
H9 2.013 -1.011 2.947
H10 -1.477 -2.293 6.003
H11 -1.359 -5.747 -0.644
H12 -0.318 -4.803 -4.834
C5 -0.931 -0.888 1.720
C6 -6.554 -5.377 -0.652
H13 -0.330 -3.332 3.453
O3 -0.528 3.529 6.608
O4 1.081 -2.662 -6.084
H14 -2.708 4.862 4.531
H15 -0.413 -0.988 2.674
H16 -4.922 4.050 6.207
H17 -4.825 1.346 -0.010
O5 3.790 4.176 -2.339
C7 -4.332 0.857 -0.851
H18 4.469 -1.058 -6.752
C8 -2.548 2.752 3.954
H19 -1.682 -1.366 -1.130
O6 -0.162 6.433 -2.037
O7 -4.316 -5.441 -1.465
H20 -3.039 6.747 -1.955
H21 6.931 2.881 1.948
H22 -1.282 0.835 6.519
H23 -1.980 -7.161 2.143
H24 1.521 1.819 -5.640
H25 6.147 4.567 -0.068
C9 1.984 2.561 -2.124
C10 -0.156 0.108 -0.717
H26 1.020 2.370 4.603
C11 1.705 3.000 5.171
H27 -0.068 5.961 0.448
C12 4.616 -4.144 -1.492
C13 -4.807 2.380 -2.684
H28 -3.388 5.092 -1.685
H29 -1.229 -2.741 0.809
C14 -2.218 -4.445 4.340
H30 3.408 -0.607 -2.246
H31 -0.925 -1.591 -8.283
H32 -0.691 -0.271 -5.129
S1 -0.164 -5.665 2.849
H33 5.129 -4.527 -0.610
C15 -2.869 -5.379 3.305
H34 -1.955 5.465 2.024
C16 5.239 1.483 1.736
O8 -7.279 1.376 -2.814
H35 1.532 5.515 2.898
H36 3.111 4.497 4.417
C17 -2.761 5.906 -1.321
C18 -1.491 1.916 -6.940
C19 -0.005 0.480 -4.739
H37 2.491 1.842 -2.769
H38 4.725 -1.204 -1.407
S2 -0.976 5.302 -1.532
H39 5.234 3.521 1.991
C20 -0.886 -0.113 6.155
H40 -6.577 -6.467 -0.663
H41 -1.987 -0.807 1.976
C21 -4.067 3.514 5.794
C22 2.357 -5.440 -0.797
H42 -5.505 -3.738 -1.308
H43 -4.802 -0.903 -2.145
C23 5.911 2.725 2.301
O9 1.226 -1.824 5.553
O10 -1.960 1.364 0.879
C24 3.304 0.184 1.685
H44 0.487 4.137 2.921
H45 0.909 2.382 -2.153
H46 -0.143 -4.307 4.947
S3 2.901 -3.727 -0.751
H47 -3.200 2.638 -1.330
H48 -1.691 -1.652 7.650
H49 0.470 -2.328 0.908
C25 1.453 -0.911 6.297
O11 -5.554 0.339 -4.318
S4 -5.912 0.968 -3.042
H50 -5.364 3.065 -2.045
H51 6.103 3.484 -1.380
H52 -2.065 2.754 2.977
O12 -0.285 2.260 -6.433
C26 1.437 -3.502 -5.030
H53 3.601 -1.092 6.125
H54 -4.155 1.644 3.057
S5 -0.622 0.762 0.943
H55 -1.144 -4.888 -2.158
O13 3.041 -3.255 0.619
H56 -3.849 -5.787 3.555
C27 0.485 5.350 4.774
C28 4.496 -0.624 -2.300
H57 5.910 -1.381 -5.722
H58 0.704 -0.944 -7.929
H59 5.913 2.676 3.390
C29 0.126 -1.843 -8.145
H60 -2.310 -4.870 5.340
H61 -4.067 4.370 3.704
H62 -3.349 3.468 6.613
O14 -3.032 -3.528 -1.899
C30 -3.320 3.971 4.390
C31 0.640 1.243 -5.926
O15 0.456 1.483 1.633
H63 -0.592 5.357 4.605
H64 4.918 1.419 -2.991
H65 -7.503 -5.068 -1.090
O16 -4.161 0.921 6.511
H66 3.462 -0.386 3.716
C32 -0.664 -4.217 3.994
C33 -1.740 -1.412 6.588
H67 -2.795 3.569 -6.252
H68 0.589 -2.245 -9.046
H69 0.673 -4.699 -3.504
H70 1.877 -2.766 -4.358
O17 2.140 -2.922 -1.694
H71 3.729 -7.000 -1.361
H72 0.696 -0.049 -4.093
H73 -1.914 -6.358 -2.297
O18 1.639 4.577 7.247
H74 2.571 -6.747 -2.549
C34 -0.739 5.114 0.308
C35 5.109 0.753 -2.150
O19 4.901 -1.140 -3.554
H75 -2.766 -1.141 6.337
H76 -1.634 2.553 4.513
O20 5.899 0.721 1.028
C36 -3.623 1.794 -1.874
C37 -2.959 6.194 0.232
H77 -3.993 6.020 0.530
H78 1.272 -5.441 -0.896
H79 -2.534 4.188 0.928
H80 5.030 -3.204 -1.857
C38 -5.562 -4.773 -1.643
H81 -2.830 1.289 -2.425
C39 -2.097 5.185 0.980
H82 -0.474 0.759 -1.531
C40 3.199 -6.186 -1.856
H83 4.606 -2.558 -5.914
H84 3.789 -4.806 -3.410
O21 3.434 0.083 -4.746
O22 -0.896 3.982 -2.176
H85 5.100 -5.930 -2.786
H86 -6.468 -5.098 0.398
H87 -1.759 3.813 -7.795
H88 2.989 -1.045 7.808
C41 4.264 4.624 -1.167
H89 -3.010 -4.801 2.393
C42 4.261 -0.775 -4.664
H90 -2.683 7.149 0.679
O23 0.459 -0.080 6.719
C43 5.771 4.481 -1.088
H91 -1.615 -7.038 3.803
C44 2.304 3.844 4.086
O24 0.182 -5.151 1.495
H92 -2.739 -3.488 4.371
H93 -5.873 -4.736 -2.687
C45 -3.160 -4.743 -1.665
H94 2.168 -4.257 -5.317
H95 2.619 -5.793 0.201
C46 2.371 3.966 -2.527
C47 -2.342 3.154 -7.152
H96 -4.625 2.848 -3.652
H97 -0.242 4.145 0.355
C48 1.184 4.704 3.538
H98 2.376 2.460 5.839
O25 3.578 5.038 -0.172
C49 -3.540 1.616 3.957
H99 4.775 1.208 -1.217
O26 -6.074 1.754 5.120
H100 -3.018 0.670 4.102
O27 0.045 -4.111 -7.412
H101 2.145 4.217 -3.563
H102 -3.644 0.257 -0.255
C50 0.299 -4.072 -4.313
C51 2.688 -0.156 2.985
S6 -4.644 1.798 5.474
O28 4.032 1.370 2.090
H103 2.789 3.259 3.304
H104 3.065 0.427 6.964
C52 -0.661 -1.363 -0.748
H105 -0.122 -2.007 -1.443
H106 -0.847 -0.165 5.067
H107 -6.185 -0.434 -1.142
H108 0.820 6.343 5.070
S7 0.705 4.155 6.196
H109 1.773 4.650 -1.925
C53 0.360 -2.965 -7.160
C54 -1.814 -6.422 2.926
H110 3.972 -0.562 1.255
C55 4.277 -5.256 -2.546
H111 -0.414 -3.340 -3.933
H112 1.038 0.628 -6.733
C56 4.830 -1.496 -5.821

Properties
Maximum force (hartree/bohr): 0.1075
Energy (eV): -193061.360


Number 1: M 1023.481 g mol⁻¹. Number 2: M 1457.953 g mol⁻¹.